{
  "formula": "C35H42Cl2N2O3PdSb",
  "method": "wB97M-V/def2-TZVPD",
  "symbols": ["O", "C", "C", "C", "H", "C", "H", "C", "H", "C", "H", "C", "H", "H", "C", "C", "H", "H", "H", "C", "C", "H", "H", "H", "H", "Pd", "Cl", "Cl", "H", "H", "C", "C", "N", "H", "C", "O", "H", "H", "H", "H", "H", "H", "C", "C", "N", "H", "C", "O", "H", "H", "H", "H", "C", "C", "C", "C", "C", "C", "Sb", "C", "C", "C", "C", "C", "C", "C", "C", "C", "C", "C", "C", "H", "H", "H", "H", "H", "H", "H", "H", "H", "H", "H", "H", "H", "H", "H"],
  "xyz": [[-2.710, -0.340, 0.142], [-3.293, -0.033, -1.039], [-3.894, -1.265, -1.738], [-3.289, -2.514, -1.662], [-2.318, -2.599, -1.156], [-3.922, -3.650, -2.192], [-3.430, -4.623, -2.071], [-5.144, -3.510, -2.866], [-5.632, -4.388, -3.301], [-5.737, -2.243, -2.992], [-6.685, -2.111, -3.526], [-5.120, -1.127, -2.414], [-5.561, -0.125, -2.468], [-4.140, 0.690, -0.932], [-2.261, 2.261, -1.898], [-2.221, 0.754, -2.044], [-2.514, 2.779, -2.838], [-1.266, 2.599, -1.567], [-2.997, 2.570, -1.150], [-1.882, 0.181, -3.224], [-1.440, 0.897, -4.464], [-2.044, -0.897, -3.367], [-2.224, 1.031, -5.237], [-0.607, 0.379, -4.953], [-1.086, 1.896, -4.187], [-0.563, -0.087, -0.627], [-0.054, -2.403, -0.469], [1.205, 0.305, -2.651], [-3.799, -4.110, 2.632], [-1.394, -4.333, 3.325], [-3.406, -3.486, 1.818], [-1.069, -3.545, 2.635], [-2.227, -2.751, 2.255], [-4.169, -2.770, 1.515], [-2.241, -1.409, 2.398], [-1.249, -0.701, 2.672], [-0.325, -2.921, 3.116], [-3.245, -0.980, 2.292], [-3.169, -4.141, 0.971], [-0.626, -4.007, 1.750], [-0.214, 4.625, 2.536], [-2.399, 3.787, 3.953], [-0.871, 4.409, 1.682], [-2.822, 3.526, 2.971], [-1.759, 3.289, 1.997], [-0.250, 4.179, 0.811], [-1.540, 2.085, 1.447], [-0.713, 1.934, 0.512], [-3.397, 2.587, 3.048], [-2.136, 1.261, 1.881], [-1.487, 5.297, 1.496], [-3.468, 4.343, 2.619], [5.513, -2.810, -2.061], [4.445, -3.354, -1.323], [3.469, -2.499, -0.785], [3.592, -1.129, -1.000], [4.667, -0.561, -1.681], [5.627, -1.419, -2.241], [2.064, 0.170, -0.122], [2.934, -0.334, 2.005], [2.100, -0.747, 3.037], [2.653, -1.178, 4.267], [4.041, -1.205, 4.466], [4.863, -0.772, 3.418], [4.312, -0.334, 2.194], [2.888, 2.207, -0.305], [3.062, 3.012, 0.829], [3.414, 4.364, 0.641], [3.534, 4.896, -0.653], [3.321, 4.085, -1.776], [3.002, 2.728, -1.588], [6.260, -3.472, -2.505], [4.361, -4.430, -1.168], [2.632, -2.905, -0.208], [4.781, 0.525, -1.761], [6.453, -0.992, -2.811], [1.015, -0.758, 2.918], [1.997, -1.509, 5.071], [4.473, -1.562, 5.408], [5.940, -0.786, 3.540], [4.998, -0.022, 1.402], [2.917, 2.611, 1.836], [3.568, 5.019, 1.502], [3.762, 5.959, -0.782], [3.375, 4.539, -2.772], [2.773, 2.068, -2.435]],
  "forces_ev_per_a": [[0.6, 0.3, 0.1], [1.0, 0.0, -1.1], [-0.6, 0.5, -0.2], [0.0, -0.4, 0.2], [-0.5, 0.0, -0.2], [0.0, 0.5, -0.1], [-0.3, 0.4, -0.2], [0.1, 0.1, 0.1], [0.1, 0.3, 0.2], [0.2, 0.1, 0.1], [0.3, -0.2, 0.2], [0.4, -0.4, 0.1], [0.0, -0.4, -0.1], [0.3, 0.0, -0.1], [0.7, 0.2, 0.0], [-2.7, -0.5, -0.6], [0.1, -0.3, 0.2], [-0.4, 0.3, -0.2], [0.2, -0.1, 0.0], [-0.6, -0.5, 0.0], [0.6, 0.6, 0.1], [0.1, 0.4, 0.3], [0.0, -0.3, 0.6], [-0.1, 0.0, 0.2], [0.1, -0.1, -0.3], [-0.4, 0.2, -0.1], [0.3, -0.9, -0.1], [-0.2, 0.0, -0.5], [0.0, 0.0, 0.0], [0.0, 0.0, 0.0], [0.2, 0.3, 0.2], [-0.2, -0.1, -0.4], [0.0, -0.1, 0.4], [0.0, -0.1, -0.1], [1.2, 0.7, 0.4], [-1.5, -1.2, 0.0], [0.0, 0.2, 0.0], [0.2, 0.0, -0.2], [0.0, 0.2, 0.1], [0.1, 0.1, 0.1], [-0.1, -0.1, -0.1], [-0.2, 0.0, -0.2], [-0.3, 0.0, 0.1], [0.4, -0.6, -0.3], [0.3, 0.6, 0.1], [-0.3, 0.0, 0.2], [0.9, -0.4, -1.3], [-1.1, 0.3, 1.8], [0.1, 0.5, 0.1], [0.3, 0.2, -0.5], [0.2, -0.1, -0.1], [0.1, -0.2, 0.1], [-0.3, 0.2, 0.1], [0.1, 0.7, -0.1], [0.6, -0.3, -0.3], [-0.7, 1.0, 0.7], [0.3, -0.7, -0.1], [-0.3, -0.2, 0.3], [1.2, -0.4, 2.0], [-0.4, 0.5, -1.3], [0.2, -0.3, 0.9], [0.2, 0.1, -0.4], [-0.3, 0.2, -0.5], [-0.4, 0.1, -0.3], [0.5, -0.4, 0.9], [-0.4, -0.8, 0.3], [0.3, 0.6, -0.5], [-0.2, -0.3, -0.1], [-0.1, -0.2, 0.1], [0.0, -0.1, 0.5], [0.2, 0.7, -0.4], [-0.2, 0.2, 0.1], [0.1, 0.2, -0.1], [0.2, 0.2, -0.3], [-0.2, -0.4, -0.1], [-0.1, -0.2, 0.2], [0.2, 0.0, -0.1], [0.0, 0.1, -0.2], [-0.2, 0.2, -0.4], [0.0, 0.0, 0.0], [-0.2, -0.1, 0.1], [0.1, 0.1, -0.3], [-0.1, -0.2, -0.2], [0.0, -0.4, 0.1], [0.0, -0.4, 0.3], [0.2, 0.5, 0.3]],
  "mulliken_spin": [0.198, -0.023, -0.006, -0.019, 0.006, 0.002, 0.001, -0.001, 0.000, 0.002, 0.000, -0.009, -0.001, 0.007, -0.015, 0.015, 0.000, 0.000, 0.000, 0.093, -0.008, 0.016, 0.007, 0.008, 0.002, 1.042, 0.149, 0.143, 0.000, 0.000, 0.000, -0.004, 0.000, 0.001, -0.007, -0.004, 0.000, 0.003, 0.000, 0.003, 0.001, 0.000, 0.000, 0.002, -0.001, 0.000, -0.004, 0.029, 0.000, -0.001, 0.000, 0.000, 0.001, 0.000, -0.010, 0.027, 0.006, 0.001, 0.260, 0.078, 0.002, 0.005, -0.003, 0.005, -0.014, 0.042, -0.003, -0.001, 0.006, -0.002, -0.013, 0.000, 0.000, 0.002, 0.001, 0.000, -0.016, 0.000, 0.000, 0.000, 0.001, 0.001, 0.000, 0.001, 0.000, 0.005],
  "e_above_lowest_kcal_mol": 0.00,
  "homo_energy_ev": [-4.035, -4.596],
  "charge": -1,
  "total_energy_ha": -2982.642388,
  "s_squared": 2.01,
  "spin_multiplicity": 3,
  "lumo_energy_ev": [2.49, 1.98]
}